DFT (ωB97M-V with the def2-TZVPD basis set) results for C73H160F10N12O20S10 as an isolated structure at a distorted geometry.

The geometry in ORCA input format:
```
! RIJCOSX wB97M-V def2-TZVPD def2/J DEFGRID3
* xyz 2 1
C 8.417 4.717 0.053
C 8.125 4.667 -1.395
C 6.687 5.193 -1.681
C 5.593 4.112 -1.593
N 4.164 4.566 -1.834
C 3.588 5.437 -0.709
C 2.212 4.900 -0.377
C 1.781 3.995 -1.501
C 3.136 3.380 -1.820
C 3.975 5.424 -3.047
C 4.506 4.880 -4.431
C 4.086 5.814 -5.564
H 7.588 4.369 0.650
H 8.471 5.779 0.385
H 9.300 4.166 0.326
H 8.155 3.594 -1.669
H 8.936 5.102 -2.019
H 6.732 5.659 -2.664
H 6.520 6.043 -0.932
H 5.638 3.691 -0.549
H 5.919 3.405 -2.319
H 3.553 6.409 -1.123
H 4.228 5.448 0.221
H 1.487 5.690 -0.247
H 2.329 4.340 0.508
H 1.398 4.518 -2.363
H 1.080 3.238 -1.095
H 3.205 2.893 -2.772
H 3.543 2.702 -1.020
H 4.554 6.306 -2.733
H 2.866 5.675 -3.227
H 4.138 3.902 -4.552
H 5.560 4.819 -4.481
H 3.008 6.037 -5.621
H 4.429 5.390 -6.484
H 4.662 6.718 -5.471
C -1.500 4.782 -5.256
C -2.298 5.442 -4.186
C -3.632 4.689 -3.817
C -3.991 4.848 -2.375
N -5.377 4.319 -1.854
C -5.468 4.535 -0.338
C -4.493 3.500 0.249
C -4.455 2.336 -0.733
C -5.343 2.758 -1.931
C -6.520 4.881 -2.584
C -6.525 6.401 -2.572
C -7.683 7.070 -3.238
H -0.638 5.412 -5.552
H -2.169 4.574 -6.149
H -1.195 3.764 -4.982
H -2.634 6.444 -4.530
H -1.695 5.581 -3.314
H -3.504 3.600 -4.039
H -4.350 5.179 -4.456
H -4.084 5.858 -2.150
H -3.226 4.385 -1.795
H -6.581 4.368 -0.182
H -5.263 5.523 0.003
H -4.782 3.199 1.204
H -3.579 4.081 0.391
H -4.822 1.378 -0.258
H -3.400 2.071 -0.967
H -6.356 2.352 -1.725
H -5.064 2.452 -2.902
H -7.431 4.302 -2.295
H -6.511 4.605 -3.634
H -5.636 6.780 -3.128
H -6.398 6.702 -1.526
H -7.528 8.139 -3.123
H -8.650 6.875 -2.750
H -7.826 6.835 -4.260
C -0.748 4.138 2.005
C 0.237 2.982 1.872
C -0.338 1.810 1.110
C 0.625 0.668 0.873
N -0.051 -0.712 0.783
C -0.572 -1.113 2.181
C -0.048 -2.527 2.500
C 0.577 -2.967 1.203
C 1.005 -1.806 0.462
C -1.203 -0.731 -0.196
C -1.831 -2.097 -0.351
C -3.147 -1.869 -1.084
H -0.456 5.179 1.869
H -1.311 3.960 2.974
H -1.444 4.091 1.186
H 0.582 2.699 2.842
H 1.162 3.345 1.421
H -0.605 2.180 0.135
H -1.319 1.595 1.591
H 1.357 0.551 1.727
H 1.194 0.783 -0.058
H -1.657 -0.966 2.108
H -0.166 -0.396 2.879
H -0.945 -3.055 2.780
H 0.604 -2.464 3.381
H -0.184 -3.553 0.676
H 1.477 -3.571 1.274
H 0.936 -1.891 -0.588
H 2.013 -1.474 0.725
H -0.742 -0.424 -1.085
H -1.939 0.023 0.174
H -2.093 -2.535 0.619
H -1.158 -2.767 -0.838
H -3.801 -2.765 -1.186
H -2.990 -1.381 -2.010
H -3.790 -1.201 -0.477
C 3.069 8.485 9.262
C 3.073 7.315 8.354
C 2.072 7.538 7.181
C 1.977 6.280 6.299
N 0.925 6.424 5.209
C -0.514 6.446 5.773
C -0.651 5.013 6.359
C 0.232 4.157 5.376
C 0.884 5.170 4.424
C 1.141 7.701 4.371
C 2.333 7.655 3.425
C 2.268 8.771 2.438
H 3.277 9.498 8.806
H 3.941 8.336 9.949
H 2.109 8.630 9.710
H 2.797 6.514 9.034
H 4.032 7.095 7.922
H 2.396 8.398 6.686
H 1.056 7.666 7.655
H 1.708 5.391 6.838
H 2.929 6.228 5.690
H -1.074 6.409 4.854
H -0.843 7.337 6.327
H -1.748 4.703 6.299
H -0.264 4.902 7.366
H -0.389 3.568 4.693
H 1.025 3.567 5.791
H 0.268 5.364 3.536
H 1.858 4.797 4.107
H 1.324 8.528 5.059
H 0.138 7.867 3.795
H 2.498 6.694 2.899
H 3.220 7.794 4.060
H 3.157 8.722 1.870
H 2.116 9.726 3.062
H 1.477 8.559 1.720
C 3.082 -8.248 -1.540
C 4.437 -8.297 -2.201
C 5.152 -9.621 -1.911
C 5.837 -10.117 -3.163
N 6.808 -11.305 -2.928
C 8.171 -10.935 -2.392
C 8.849 -10.154 -3.542
C 8.340 -10.859 -4.803
C 7.319 -11.861 -4.278
C 6.139 -12.369 -2.106
C 4.778 -12.779 -2.610
C 4.170 -13.819 -1.686
H 3.184 -8.429 -0.423
H 2.401 -9.051 -1.842
H 2.652 -7.221 -1.653
H 5.119 -7.508 -1.721
H 4.304 -8.220 -3.287
H 4.500 -10.357 -1.581
H 5.840 -9.369 -1.113
H 6.519 -9.356 -3.532
H 5.187 -10.504 -3.973
H 8.508 -11.965 -2.249
H 8.037 -10.335 -1.480
H 9.930 -10.239 -3.432
H 8.612 -9.078 -3.558
H 9.165 -11.361 -5.343
H 7.898 -10.059 -5.365
H 7.782 -12.883 -3.982
H 6.406 -12.096 -4.788
H 5.992 -11.964 -1.102
H 6.860 -13.177 -2.123
H 4.917 -13.321 -3.625
H 4.144 -11.894 -2.787
H 3.228 -14.188 -2.056
H 3.935 -13.366 -0.723
H 4.928 -14.651 -1.541
C -6.657 -7.089 4.493
C -5.719 -6.231 5.315
C -6.276 -4.796 5.439
N -5.516 -3.844 6.357
C -6.196 -2.460 6.287
C -7.630 -2.388 6.745
C -7.595 -2.812 8.236
C -6.924 -4.201 8.460
C -5.558 -4.139 7.847
C -4.052 -3.715 5.814
H -6.778 -6.716 3.456
H -7.636 -7.024 4.870
H -6.283 -8.104 4.435
H -4.699 -6.227 4.939
H -5.755 -6.796 6.283
H -7.343 -4.839 5.793
H -6.288 -4.321 4.438
H -6.080 -2.267 5.252
H -5.600 -1.772 6.821
H -8.283 -2.994 6.080
H -7.935 -1.390 6.706
H -8.572 -2.794 8.719
H -6.976 -2.087 8.735
H -7.561 -5.022 8.068
H -6.670 -4.402 9.514
H -5.104 -5.089 8.039
H -4.988 -3.289 8.301
H -3.617 -4.654 6.216
H -3.560 -2.958 6.391
H -4.092 -3.510 4.746
C -4.464 -7.516 -8.228
C -4.214 -6.004 -8.124
C -3.223 -5.687 -6.986
N -3.185 -4.139 -6.590
C -2.189 -3.817 -5.509
C -0.725 -4.002 -6.006
C -0.458 -3.001 -7.204
C -1.471 -3.335 -8.286
C -2.936 -3.194 -7.794
C -4.465 -3.737 -5.921
H -5.302 -7.965 -7.731
H -3.613 -8.102 -7.770
H -4.481 -7.839 -9.217
H -5.228 -5.582 -7.994
H -3.795 -5.768 -9.092
H -2.208 -6.008 -7.225
H -3.442 -6.105 -5.961
H -2.546 -4.460 -4.695
H -2.419 -2.763 -5.340
H -0.382 -5.020 -6.314
H -0.152 -3.588 -5.101
H 0.590 -3.162 -7.537
H -0.473 -1.969 -6.912
H -1.247 -4.279 -8.777
H -1.244 -2.612 -9.164
H -3.773 -3.319 -8.496
H -3.038 -2.167 -7.413
H -4.510 -4.239 -4.985
H -5.337 -3.998 -6.499
H -4.434 -2.655 -5.729
N 3.806 -3.720 2.075
S 3.144 -4.615 3.224
O 2.655 -5.948 2.832
O 2.367 -3.707 4.007
F 4.446 -4.826 4.191
S 4.172 -4.153 0.652
O 4.359 -2.972 -0.167
O 3.509 -5.301 0.081
F 5.698 -4.688 0.841
N -4.671 -0.645 3.945
S -4.940 -1.296 2.522
O -4.262 -0.606 1.482
O -6.268 -1.710 2.357
F -4.116 -2.686 2.650
S -3.543 0.295 4.457
O -3.805 0.820 5.745
O -2.929 1.115 3.453
F -2.432 -0.818 4.889
N 5.264 4.802 2.102
S 5.552 5.970 3.184
O 4.944 5.675 4.439
O 5.414 7.266 2.627
F 7.132 5.820 3.381
S 4.348 3.574 2.330
O 4.153 2.976 1.082
O 3.277 3.702 3.255
F 5.260 2.581 3.168
N -1.124 -0.678 -3.620
S 0.429 -0.468 -3.607
O 0.706 0.516 -2.519
O 1.012 -0.239 -4.898
F 0.952 -1.804 -3.133
S -2.110 0.389 -4.305
O -3.219 -0.292 -4.896
O -1.493 1.484 -5.076
F -2.671 1.062 -3.096
N -2.142 8.358 -0.507
S -1.539 9.774 -0.039
O -0.668 10.181 -1.079
O -1.204 9.780 1.354
F -2.776 10.745 -0.066
S -1.428 7.119 -0.018
O -0.030 7.123 0.089
O -2.024 5.928 -0.471
F -2.041 7.044 1.548
*
```

LUMO level   -2.794 eV
HOMO   -11.83 eV


DFT (ωB97M-V with the def2-TZVPD basis set) results for C2H13FHfO5Pb as an isolated structure at a distorted geometry.

The geometry in ORCA input format:
```
! RIJCOSX wB97M-V def2-TZVPD def2/J DEFGRID3
* xyz 3 2
Pb 2.679 -1.668 -1.209
Hf -1.822 -0.584 -0.213
F 0.382 -0.526 -0.913
C 0.754 1.309 1.912
C -0.676 1.780 2.200
O -1.648 1.421 1.225
H 1.394 1.716 2.695
H 1.040 1.707 0.938
H 0.776 0.229 1.765
H -0.556 2.858 2.301
H -0.919 1.528 3.232
O -1.638 1.446 -1.588
H -2.411 1.943 -1.854
H -0.929 2.089 -1.581
O -0.773 -3.259 -0.709
H -0.843 -3.404 -1.652
H -1.118 -4.061 -0.316
O 0.641 0.701 -3.692
H 0.410 0.435 -2.802
H -0.057 0.340 -4.239
O 1.850 -2.120 1.137
H 1.033 -1.750 1.469
H 2.434 -2.131 1.896
*
```

LUMO level (spin up / spin down)   -13.512 / -13.512 eV
HOMO (spin up / spin down)   -18.84 / -18.96 eV
<S²>   0.76


DFT (ωB97M-V with the def2-TZVPD basis set) results for a 3-piece molecular cluster, CH2ClFO2 overall at a distorted geometry.

The geometry in ORCA input format:
```
! RIJCOSX wB97M-V def2-TZVPD def2/J DEFGRID3
* xyz 0 1
C -1.419 0.314 1.128
O -1.082 0.998 0.271
O 1.848 -0.770 -0.753
F -1.208 0.462 -1.453
Cl 2.733 -0.340 0.517
H 1.160 -0.100 -0.878
H -2.032 -0.564 1.168
*
```

LUMO level   -2.168 eV
HOMO   -10.15 eV
Relative energy (zero: lowest compared OMol25 entry of this formula, charge and spin)   692.8 kJ/mol


| no. | electronic energy (eV) |
| --- | --- |
| 1 | -272636.030 |
| 2 | -21761.292 |
| 3 | -20397.565 |